(1)
Formula: C21H26ClN3O3
Source: the Open Molecules 2025 dataset
Level of theory: wB97M-V/def2-TZVPD

## Properties
ΔE to the lowest compared entry with this formula, charge and spin	302.1	kJ/mol
strongest force on any atom	0.0207	Eh/bohr

Geometry (Å):
C: 3.68 3.04 -1.84
C: 3.42 1.98 -0.82
C: 4.19 0.83 -0.76
C: 3.94 -0.16 0.19
C: 2.93 0.03 1.12
C: 2.13 1.16 1.08
C: 2.38 2.12 0.10
Cl: 1.37 3.52 0.02
C: 1.02 1.34 2.07
H: 1.14 2.28 2.61
H: 0.99 0.52 2.78
H: 0.06 1.38 1.54
H: 2.75 -0.70 1.89
O: 4.74 -1.27 0.12
C: 4.24 -2.47 0.66
C: 2.83 -2.74 0.22
C: 1.68 -3.01 0.90
C: 0.68 -2.99 -0.11
N: 1.22 -2.73 -1.27
O: 2.55 -2.58 -1.09
C: -0.76 -3.22 0.18
O: -1.06 -3.96 1.11
N: -1.68 -2.58 -0.57
C: -1.44 -1.59 -1.59
H: -0.39 -1.56 -1.86
C: -1.92 -0.22 -1.09
N: -3.33 -0.31 -0.76
C: -3.54 -1.27 0.30
C: -3.07 -2.65 -0.19
H: -3.18 -3.39 0.60
H: -3.66 -2.95 -1.06
H: -4.60 -1.31 0.54
H: -2.98 -1.02 1.21
C: -3.98 0.97 -0.57
C: -3.46 1.84 0.56
C: -2.40 2.86 0.31
C: -3.81 3.29 0.58
H: -4.04 3.76 1.52
H: -4.39 3.68 -0.25
H: -1.66 3.05 1.07
H: -2.02 2.97 -0.69
H: -3.44 1.33 1.52
H: -3.90 1.52 -1.51
H: -5.05 0.76 -0.40
H: -1.79 0.52 -1.89
H: -1.30 0.09 -0.23
H: -2.03 -1.87 -2.47
H: 1.54 -3.21 1.94
H: 4.27 -2.47 1.76
H: 4.91 -3.25 0.29
H: 4.99 0.68 -1.47
H: 2.80 3.17 -2.48
H: 4.53 2.77 -2.46
H: 3.88 3.99 -1.36

(2)
Formula: C21H26F3IrN2O5P2S
Source: the Open Molecules 2025 dataset
Level of theory: wB97M-V/def2-TZVPD

## Properties
ΔE to the lowest compared entry with this formula, charge and spin	0.0	kJ/mol
strongest force on any atom	0.0139	Eh/bohr

Geometry (Å):
Ir: 0.39 -0.14 0.29
O: 0.93 0.26 2.23
C: 0.33 1.25 2.87
C: 1.05 1.91 3.88
C: 0.49 2.93 4.61
C: -0.83 3.33 4.40
C: -1.56 2.68 3.43
C: -1.02 1.65 2.66
C: -1.89 1.09 1.65
N: -1.54 0.23 0.76
N: -2.45 -0.13 -0.23
C: -1.83 -0.55 -1.30
O: -0.54 -0.70 -1.44
C: -2.67 -0.93 -2.47
C: -2.09 -1.62 -3.53
C: -2.86 -2.00 -4.62
C: -4.20 -1.67 -4.67
C: -4.78 -0.97 -3.62
C: -4.02 -0.59 -2.52
H: 2.08 1.61 4.04
H: 1.08 3.43 5.37
H: -1.27 4.14 4.97
H: -2.59 2.98 3.24
H: -2.92 1.43 1.61
H: -1.03 -1.86 -3.49
H: -2.40 -2.54 -5.44
H: -4.80 -1.96 -5.52
H: -5.83 -0.70 -3.66
H: -4.45 -0.04 -1.70
C: 3.87 0.66 0.13
P: 2.55 -0.41 -0.47
C: 2.70 -0.48 -2.27
C: 3.09 -2.08 0.10
C: 1.91 -3.04 -0.04
P: 0.49 -2.28 0.82
C: 0.74 -2.62 2.58
C: -0.96 -3.25 0.35
H: 4.83 0.18 -0.06
H: 3.73 0.82 1.20
H: 3.82 1.63 -0.37
H: 3.72 -0.74 -2.56
H: 2.44 0.51 -2.66
H: 1.99 -1.21 -2.66
H: 3.37 -1.97 1.15
H: 3.97 -2.42 -0.44
H: 2.10 -4.04 0.35
H: 1.61 -3.14 -1.09
H: 0.93 -3.69 2.72
H: -0.16 -2.33 3.13
H: 1.56 -2.02 2.96
H: -0.77 -4.30 0.59
H: -1.15 -3.14 -0.71
H: -1.83 -2.90 0.90
F: 0.33 5.04 -1.87
C: 0.61 4.57 -0.66
F: -0.46 4.74 0.12
F: 1.62 5.28 -0.15
S: 1.08 2.79 -0.72
O: 2.03 2.69 -1.81
O: -0.17 2.05 -0.94
O: 1.62 2.55 0.60

(3)
Formula: C21H26N2O3
Source: the Open Molecules 2025 dataset
Level of theory: wB97M-V/def2-TZVPD

## Properties
ΔE to the lowest compared entry with this formula, charge and spin	158.5	kJ/mol
strongest force on any atom	0.0136	Eh/bohr

Geometry (Å):
N: 2.34 -3.22 -4.13
C: 2.03 -3.98 -3.05
O: 1.36 -4.98 -3.16
C: 2.61 -3.46 -1.74
C: 2.43 -4.46 -0.60
C: 0.97 -4.55 -0.16
N: 0.48 -3.24 0.23
C: 0.51 -2.34 -0.92
C: 1.96 -2.13 -1.34
H: 2.00 -1.41 -2.16
H: 2.52 -1.71 -0.50
H: 0.07 -1.39 -0.64
H: -0.06 -2.76 -1.77
C: -0.81 -3.26 0.91
H: -1.57 -2.70 0.36
C: -0.64 -2.65 2.31
O: 0.40 -3.29 3.00
H: 1.12 -3.38 2.36
C: -0.35 -1.14 2.22
O: -1.40 -0.52 1.52
C: -1.32 0.82 1.28
C: -0.29 1.65 1.70
C: -0.32 3.00 1.40
C: -1.37 3.56 0.69
C: -2.41 2.72 0.27
C: -2.38 1.38 0.56
H: -3.17 0.72 0.23
H: -3.23 3.13 -0.30
C: -1.40 5.00 0.38
C: -0.24 5.67 -0.01
C: -0.27 7.02 -0.29
C: -1.46 7.73 -0.20
C: -2.62 7.08 0.19
C: -2.59 5.72 0.47
H: -3.49 5.22 0.79
H: -3.54 7.62 0.27
H: -1.48 8.79 -0.42
H: 0.63 7.52 -0.60
H: 0.68 5.12 -0.10
H: 0.48 3.64 1.75
H: 0.54 1.26 2.27
H: -0.26 -0.73 3.24
H: 0.61 -1.00 1.70
H: -1.56 -2.80 2.90
H: -1.16 -4.29 1.03
H: 0.89 -5.22 0.70
H: 0.37 -4.98 -0.98
H: 2.76 -5.45 -0.92
H: 3.04 -4.15 0.25
H: 3.68 -3.30 -1.91
H: 2.93 -2.41 -4.06
H: 2.00 -3.50 -5.03

(4)
Formula: C21H26N2O3
Source: the Open Molecules 2025 dataset
Level of theory: wB97M-V/def2-TZVPD

## Properties
ΔE to the lowest compared entry with this formula, charge and spin	235.2	kJ/mol
strongest force on any atom	0.0121	Eh/bohr

Geometry (Å):
C: 6.89 -3.73 -1.61
O: 5.62 -4.28 -1.36
C: 4.63 -3.45 -0.89
C: 4.79 -2.09 -0.64
C: 3.72 -1.36 -0.16
C: 2.47 -1.94 0.06
C: 2.33 -3.30 -0.20
C: 3.39 -4.04 -0.67
H: 3.28 -5.10 -0.87
H: 1.38 -3.79 -0.04
N: 1.42 -1.14 0.48
H: 1.70 -0.24 0.83
C: 0.22 -1.68 1.09
C: -0.38 -0.61 2.00
N: -0.70 0.57 1.24
C: -0.15 1.75 1.62
O: 0.55 1.84 2.61
C: -0.47 2.99 0.79
C: -1.58 3.79 1.49
O: -2.83 3.14 1.48
C: -3.57 3.12 0.33
C: -3.25 3.78 -0.85
C: -4.09 3.68 -1.95
C: -5.25 2.92 -1.88
C: -5.57 2.26 -0.71
C: -4.74 2.36 0.39
H: -4.97 1.85 1.31
H: -6.47 1.67 -0.64
H: -5.90 2.85 -2.74
H: -3.84 4.20 -2.86
H: -2.36 4.38 -0.94
H: -1.65 4.79 1.06
H: -1.33 3.88 2.55
H: -0.74 2.75 -0.23
H: 0.43 3.61 0.79
C: -1.42 0.36 -0.01
H: -0.74 0.51 -0.86
C: -1.95 -1.07 -0.07
C: -0.81 -2.08 0.01
H: -0.29 -2.12 -0.95
H: -1.22 -3.07 0.21
H: -2.66 -1.23 0.74
H: -2.50 -1.19 -1.01
H: -2.25 1.05 -0.09
H: 0.34 -0.31 2.77
H: -1.27 -1.00 2.50
H: 0.48 -2.56 1.70
H: 3.85 -0.30 0.04
H: 5.73 -1.60 -0.79
H: 7.50 -4.55 -1.98
H: 7.34 -3.32 -0.70
H: 6.84 -2.95 -2.38